Entry 1:
{
  "formula": "C10H19N3S",
  "method": "ωB97M-V with the def2-TZVPD basis set",
  "species": ["C", "C", "C", "C", "C", "C", "C", "C", "C", "C", "N", "N", "N", "S", "H", "H", "H", "H", "H", "H", "H", "H", "H", "H", "H", "H", "H", "H", "H", "H", "H", "H", "H"],
  "xyz": [[-1.510830, 1.483418, 0.328487], [0.015418, -0.357696, 0.173241], [-1.837287, 2.693722, -0.188170], [2.375918, 0.114114, 0.232267], [-2.564106, 0.681755, 0.902920], [-2.712839, -0.586498, 0.031666], [-2.950860, -0.289557, -1.436883], [-3.900859, -1.510450, 0.469032], [4.460965, 1.084774, 0.078800], [4.241237, -1.379984, -0.178238], [-0.248979, 0.940490, 0.145226], [3.644864, -0.085375, 0.055096], [1.342985, -0.748752, 0.223500], [-1.174800, -1.589883, 0.280635], [-1.052325, 3.162149, -0.784298], [-2.787419, 3.199821, -0.404036], [2.210436, 1.106231, 0.290655], [-2.303408, 0.329494, 1.893440], [-3.438499, 1.299989, 0.994381], [-3.820868, 0.203894, -1.610519], [-2.960186, -1.267870, -1.962415], [-2.072732, 0.440980, -1.758579], [-4.085533, -2.315267, -0.258469], [-4.852376, -0.857397, 0.527060], [-3.808781, -1.964929, 1.546168], [5.431751, 0.948586, -0.370887], [4.001560, 2.004513, -0.463994], [4.680351, 1.415133, 1.203528], [3.756667, -2.149818, 0.275380], [4.212934, -1.612409, -1.305652], [5.314476, -1.246635, 0.201421], [0.512297, 1.562880, -0.219096], [1.510171, -1.683603, 0.063856]],
  "atomic_forces_ev_per_a": [[-2.159, 3.618, -1.032], [-0.864, 0.367, 0.674], [1.871, -0.686, -1.321], [1.453, -2.123, -0.755], [0.271, -2.115, 0.714], [-2.199, -0.476, 0.353], [5.198, -0.598, -0.240], [-0.817, 0.375, 2.231], [1.068, 3.867, 1.862], [3.382, 1.685, -2.594], [2.140, -0.252, -0.770], [-2.319, -0.903, 0.019], [0.118, 1.941, -0.090], [0.371, 0.488, -0.122], [0.114, 0.296, 0.306], [0.114, -0.724, 1.089], [-1.207, 3.049, 0.647], [-0.046, 0.064, 0.519], [-0.599, -0.117, -0.214], [-2.733, 1.436, -0.230], [0.222, 0.915, -0.156], [-1.831, -1.776, -0.099], [0.159, 0.275, 0.326], [1.530, -0.954, -0.275], [0.067, 0.807, -2.026], [0.105, -0.465, -0.241], [0.514, -1.779, 0.930], [-0.504, -0.756, -2.346], [-1.365, -2.036, 1.755], [0.395, 0.528, 1.554], [-1.527, -0.840, -0.732], [-1.392, -0.514, 0.589], [0.468, -2.596, -0.325]],
  "lumo_ev": -8.49,
  "total_charge": 2,
  "orbital_gap_ev": 7.679
}

=====

Entry 2:
{
  "formula": "C25H45N5O2OsSSb",
  "method": "ωB97M-V with the def2-TZVPD basis set",
  "species": ["Os", "C", "C", "N", "N", "C", "N", "S", "C", "C", "C", "C", "C", "N", "H", "H", "H", "H", "H", "H", "H", "H", "H", "O", "C", "O", "C", "N", "C", "C", "C", "H", "H", "H", "H", "H", "H", "H", "H", "H", "C", "C", "C", "C", "Sb", "C", "C", "C", "C", "C", "C", "C", "C", "H", "H", "H", "H", "H", "H", "H", "H", "H", "H", "H", "H", "H", "H", "H", "H", "H", "H", "H", "H", "H", "H", "H", "H", "H", "H", "H"],
  "xyz": [[0.074951, 0.385644, 1.077828], [-1.411198, 3.975759, 3.018213], [-1.222997, 2.734434, 2.220491], [-0.062151, 2.245867, 1.903845], [1.041393, 2.948463, 2.346574], [2.140280, 2.451131, 1.921187], [3.327001, 2.985628, 2.192607], [2.145653, 0.987959, 0.871851], [-2.359838, 1.990407, 1.682017], [-3.654273, 2.468137, 1.804700], [-4.695010, 1.785157, 1.193241], [-4.392669, 0.642978, 0.475459], [-3.076509, 0.218069, 0.403548], [-2.065795, 0.859110, 0.992305], [-0.469977, 4.340589, 3.407461], [-2.103819, 3.791363, 3.840528], [-1.853322, 4.750494, 2.386103], [3.381201, 3.844562, 2.721037], [4.179997, 2.592571, 1.834029], [-3.843525, 3.375591, 2.359761], [-5.712892, 2.141694, 1.278602], [-5.159942, 0.067470, -0.024595], [-2.827482, -0.680600, -0.126802], [0.100049, -1.793112, 1.005914], [-0.326873, -1.830631, 2.180916], [-0.675416, -0.724081, 2.712488], [-0.365537, -3.114118, 2.961052], [-0.959799, -2.885515, 4.337342], [0.053699, -3.383041, 5.372458], [0.889588, -4.373530, 4.586747], [1.033110, -3.707033, 3.219907], [-1.000858, -3.825456, 2.434423], [-1.833476, -3.402126, 4.432327], [-1.180469, -1.899697, 4.476229], [-0.491368, -3.790603, 6.219062], [0.625181, -2.513517, 5.689700], [0.378483, -5.334482, 4.503726], [1.849497, -4.549592, 5.067475], [1.305622, -4.400258, 2.428178], [1.780819, -2.911759, 3.248976], [-1.819680, -1.895618, -1.964671], [-0.435264, -1.665201, -2.541140], [-0.576074, -1.453110, -4.052544], [0.418613, -2.897288, -2.244809], [0.522630, 0.168612, -1.693870], [2.665507, -0.095930, -2.236185], [3.479838, 1.200433, -2.244827], [3.291715, -1.150199, -1.318332], [2.688426, -0.608885, -3.683479], [-0.258481, 2.078238, -2.487774], [-0.327682, 2.049789, -4.017488], [-1.655559, 2.350386, -1.933548], [0.664899, 3.217251, -2.051954], [-2.246393, -2.770108, -2.463935], [-2.497472, -1.060796, -2.152780], [-1.769919, -2.132349, -0.900818], [-0.989257, -2.380338, -4.462027], [0.362711, -1.268408, -4.567323], [-1.275834, -0.658702, -4.300244], [-0.124174, -3.757646, -2.648012], [0.563761, -3.062532, -1.176082], [1.387566, -2.885438, -2.735353], [3.386076, 1.821379, -1.359343], [3.247992, 1.809924, -3.116912], [4.530809, 0.910461, -2.335456], [3.428116, -0.806351, -0.295339], [4.287845, -1.377044, -1.709950], [2.732085, -2.083275, -1.296567], [2.177428, 0.059555, -4.377999], [2.296914, -1.614505, -3.799956], [3.736815, -0.640751, -3.994322], [-1.132138, 1.413070, -4.380259], [0.609040, 1.741576, -4.485726], [-0.541746, 3.064002, -4.364542], [-2.376015, 1.578604, -2.218829], [-2.010501, 3.296124, -2.349554], [-1.646975, 2.450916, -0.847062], [1.617534, 3.203725, -2.575794], [0.851984, 3.224948, -0.973529], [0.173532, 4.161555, -2.298575]],
  "atomic_forces_ev_per_a": [[-0.252, 0.453, 0.083], [-0.045, -0.025, -0.077], [0.065, 0.024, 0.023], [-0.038, 0.015, 0.046], [-0.436, 0.013, -0.072], [0.304, -0.139, -0.047], [0.072, 0.047, -0.031], [0.256, 0.020, 0.045], [0.007, 0.064, -0.026], [-0.010, -0.019, -0.014], [0.020, -0.006, 0.009], [-0.038, -0.017, -0.014], [0.048, -0.146, 0.128], [0.282, -0.032, -0.041], [0.018, -0.005, 0.014], [0.000, -0.012, 0.003], [0.004, 0.006, 0.003], [0.001, -0.022, 0.006], [0.027, -0.011, 0.010], [0.006, -0.015, -0.005], [0.008, 0.000, -0.021], [0.004, 0.016, 0.013], [0.057, -0.101, -0.054], [-0.062, -0.064, -0.126], [-0.039, 0.024, 0.069], [-0.115, -0.041, 0.026], [-0.018, -0.061, 0.016], [0.073, -0.189, 0.046], [-0.089, 0.027, -0.038], [0.031, -0.022, 0.005], [-0.021, -0.013, -0.034], [0.007, -0.026, -0.006], [-0.024, -0.021, 0.012], [-0.011, 0.182, -0.025], [0.017, -0.002, 0.018], [0.026, -0.002, 0.006], [-0.003, 0.011, -0.001], [-0.007, -0.002, -0.004], [0.014, 0.011, 0.004], [-0.008, -0.003, 0.023], [-0.064, 0.042, 0.095], [-0.042, -0.017, -0.139], [0.038, -0.033, 0.025], [0.025, 0.024, 0.029], [-0.123, 0.201, -0.012], [0.086, -0.045, -0.208], [-0.068, 0.006, 0.060], [0.023, 0.030, -0.010], [0.029, -0.028, -0.010], [-0.171, 0.427, -0.228], [0.100, -0.208, 0.005], [0.005, -0.302, 0.116], [0.150, -0.199, 0.179], [-0.005, 0.018, -0.009], [0.019, 0.002, 0.040], [-0.034, 0.028, 0.028], [0.017, 0.013, -0.011], [-0.036, 0.018, 0.015], [-0.041, 0.021, 0.032], [0.016, -0.011, 0.035], [-0.036, 0.016, -0.031], [-0.048, -0.017, 0.031], [-0.016, 0.008, 0.091], [-0.054, 0.021, 0.000], [-0.014, 0.035, 0.011], [0.041, -0.035, -0.046], [-0.020, -0.008, 0.003], [0.005, 0.017, -0.007], [0.010, -0.002, 0.014], [0.016, 0.035, -0.019], [-0.015, 0.000, 0.013], [0.034, -0.015, -0.025], [-0.023, 0.022, 0.003], [0.012, 0.006, 0.032], [0.015, 0.014, 0.039], [0.017, -0.005, -0.043], [0.004, 0.032, -0.074], [0.038, -0.015, 0.026], [-0.006, 0.001, -0.002], [-0.012, -0.014, -0.019]],
  "lumo_ev": [-10.05, -10.05],
  "total_charge": 3,
  "orbital_gap_ev": [6.775, 6.775]
}

=====

Number 1: electronic energy -25965.6544 eV, strongest force on any atom 5.24 eV/Å. Number 2: electronic energy -58017.0610 eV, strongest force on any atom 0.53 eV/Å.